Computed, not measured: a molecular structure, C26H26Cl3N5O2ReS5, with the ωB97M-V functional and the def2-TZVPD basis.

## Properties
- multiplicity = 2
- net charge = +2
- molecular weight (g/mol) = 893.4
- frontier orbital gap (alpha / beta) (eV) = 6.31 / 5.73
- ΔE to the lowest compared entry with this formula, charge and spin (eV) = 0.0000

```
68
C26H26Cl3N5O2ReS5, DFT the ωB97M-V functional and the def2-TZVPD basis
Re 0.18735 -0.18569 0.35270
O -0.78076 -5.29267 -4.07705
C -0.53814 -4.42428 -3.31273
S -0.70750 -4.60651 -1.52326
C -0.27252 -2.96159 -1.16921
C 0.01278 -2.13343 -2.17728
S 0.47656 -0.47647 -1.83922
S -0.06730 -2.76288 -3.80079
S -0.19159 -2.38386 0.48876
Cl -0.26291 -2.39852 4.59782
C 1.26957 -1.62722 4.38047
C 2.17657 -2.13699 3.46303
C 3.38391 -1.48086 3.28505
C 3.71116 -0.32916 3.99812
C 4.94644 0.44919 3.59411
C 4.53530 1.76941 2.91308
N 3.70657 1.47150 1.74612
C 4.15660 1.28045 0.45473
C 3.11125 0.81901 -0.26539
N 2.01650 0.69871 0.58251
C 2.43689 1.10415 1.79537
O 5.79601 0.74041 4.66950
C 7.17472 0.44063 4.40674
C 7.70375 1.28955 3.29297
C 7.87610 0.88983 1.99849
Cl 7.64045 -0.68987 1.35962
S 8.36384 2.16654 0.95479
C 8.33680 3.27819 2.26235
C 7.98210 2.68215 3.42978
C 2.78799 0.13163 4.94126
Cl 3.10149 1.54989 5.88445
C 1.57192 -0.50612 5.13706
H 1.94314 -3.03600 2.90948
H 4.09374 -1.86698 2.56237
H 5.46806 -0.14684 2.83760
H 5.41488 2.31590 2.57777
H 3.96207 2.39162 3.59577
H 5.17493 1.50251 0.17986
H 3.05293 0.55807 -1.30626
H 1.84603 1.10979 2.69883
H 7.28579 -0.62282 4.17976
H 7.69165 0.65482 5.33970
H 8.62278 4.30483 2.09970
H 7.92663 3.20368 4.37502
H 0.87845 -0.13850 5.88027
C -4.89375 1.58785 -1.33991
C -3.60900 1.73266 -2.12933
N -2.48064 1.33093 -1.28393
C -2.50670 1.31300 0.03779
N -1.36744 0.87882 0.68379
C -1.29738 0.97065 2.15639
C -2.64537 0.64369 2.76227
C -3.64444 1.63466 2.19339
N -3.57078 1.69233 0.72575
C -4.73392 2.25477 0.01394
H -5.13725 0.53275 -1.20396
H -5.71570 2.04992 -1.88320
H -3.45802 2.76331 -2.45466
H -3.61007 1.09404 -3.01039
H -1.62389 1.01646 -1.72106
H -0.93508 1.95641 2.45490
H -0.54002 0.22215 2.50488
H -2.61747 0.72986 3.84720
H -2.92551 -0.38013 2.50856
H -3.47749 2.63739 2.59519
H -4.65870 1.33794 2.45477
H -4.60151 3.33495 -0.08253
H -5.60776 2.07786 0.63698
```